{"formula": "C8H6O2PS2", "method": "ωB97M-V with the def2-TZVPD basis set", "species": ["C", "C", "C", "C", "C", "C", "C", "C", "O", "O", "P", "S", "S", "H", "H", "H", "H", "H", "H"], "coordinates": [[-2.63560, -1.66007, -0.66310], [2.97588, -0.40767, -0.32479], [-1.37500, -1.03558, -0.46683], [1.99954, 0.59296, -0.60887], [-3.68980, -0.86658, -0.20540], [3.02624, -0.64152, 0.98895], [-1.36964, 0.19930, 0.13096], [1.36071, 1.11538, 0.49817], [-0.17284, 3.00032, -0.84934], [-0.13207, 2.94614, 1.82376], [0.02927, 2.36295, 0.47784], [-3.04656, 0.62252, 0.37441], [2.00508, 0.35870, 1.90488], [-2.64927, -2.63127, -1.05688], [3.63215, -1.06729, -0.93753], [-0.55396, -1.61108, -0.63688], [1.60562, 1.13941, -1.56471], [-4.73726, -1.01554, -0.19977], [3.72751, -1.40108, 1.31512]], "mulliken_charge": [-0.67, -0.53, -0.49, -0.21, -0.43, -0.24, -0.09, 0.16, -0.66, -0.67, 1.03, -0.15, -0.19, 0.37, 0.28, 0.47, 0.26, 0.39, 0.37], "charge": -1, "gap_ha": 0.2832, "energy_ha": -1596.6986}